[1]
Here is a cluster of 10 separate species, C40H56N9O16 in total at a distorted geometry from OMol25. Energies are from the ωB97M-V functional and the def2-TZVPD basis.

```
! wB97M-V def2-TZVPD RIJCOSX def2/J DEFGRID3
* xyz -1 1
C -0.661 0.152 0.303
O -0.693 0.907 -0.676
O -1.826 -0.415 0.708
O 0.357 -0.212 0.898
H -2.422 -0.013 0.120
C 1.619 -4.435 0.164
C 2.345 -5.520 -0.645
C 3.734 -5.343 -0.981
C 4.505 -4.085 -0.392
C 3.690 -3.066 0.427
C 2.154 -3.299 0.591
N 5.846 -3.960 -0.610
O 6.369 -4.675 -1.580
O 6.554 -3.135 -0.023
H 0.451 -4.437 0.290
H 1.967 -6.275 -1.261
H 4.281 -6.064 -1.652
H 4.022 -1.964 0.831
H 1.733 -2.526 1.164
C -2.767 0.921 5.037
C -1.830 0.938 3.781
C -0.775 1.981 3.642
C -0.846 3.263 4.562
C -1.772 3.130 5.817
C -2.732 1.879 5.950
N 0.041 4.394 4.410
O -0.010 5.187 5.385
O 0.823 4.469 3.536
H -3.456 0.110 5.306
H -2.131 0.298 3.029
H -0.378 2.073 2.547
H -1.803 3.788 6.905
H -3.316 1.913 6.939
C -2.051 5.309 0.199
C -1.428 3.965 0.030
C 0.163 3.915 0.222
C 0.799 5.250 0.146
C 0.125 6.573 0.276
C -1.406 6.422 0.391
N 2.261 5.335 0.185
O 2.905 4.159 0.296
O 2.844 6.393 0.390
H -3.049 5.197 -0.008
H -1.961 3.033 -0.312
H 0.731 3.098 -0.032
H 0.634 7.526 0.119
H -1.852 7.570 0.481
C -1.088 -1.790 -2.836
C 0.227 -2.341 -2.372
C 0.761 -3.609 -3.017
C -0.117 -4.288 -4.271
C -1.250 -3.408 -4.825
C -1.795 -2.214 -3.976
N 0.382 -5.477 -4.903
O 1.013 -6.345 -4.217
O 0.143 -5.621 -6.100
H -1.374 -0.843 -2.331
H 0.468 -1.916 -1.485
H 1.638 -3.989 -2.762
H -1.828 -3.798 -5.696
H -2.688 -1.676 -4.258
C 3.005 -0.601 3.152
O 3.172 -1.324 4.170
N 4.084 -0.116 2.530
C 3.909 0.754 1.310
C 5.470 -0.323 3.020
H 2.162 -0.441 2.848
H 4.380 1.719 1.351
H 2.922 1.230 1.087
H 4.229 0.239 0.507
H 5.976 -1.104 2.318
H 5.511 -0.632 3.932
H 6.003 0.604 2.930
C 4.271 2.297 -2.496
O 5.314 2.916 -2.704
N 4.201 0.948 -2.513
C 2.917 0.379 -2.279
C 5.405 0.119 -2.543
H 3.290 2.809 -2.641
H 2.565 0.056 -3.184
H 1.950 0.993 -1.766
H 3.013 -0.595 -1.865
H 6.357 0.630 -2.926
H 5.359 -0.795 -3.069
H 5.855 -0.256 -1.655
C -2.814 2.579 -3.127
O -3.845 2.000 -3.239
N -2.482 3.686 -3.856
C -1.158 4.337 -3.770
C -3.337 4.236 -4.897
H -1.940 2.193 -2.476
H -1.074 5.429 -3.623
H -0.418 4.306 -4.633
H -0.725 3.774 -2.943
H -3.095 3.655 -5.894
H -3.528 5.312 -5.096
H -4.429 4.020 -4.761
C -3.150 -2.535 2.953
O -4.363 -2.770 3.294
N -2.183 -3.144 3.683
C -0.759 -2.899 3.259
C -2.367 -4.164 4.774
H -2.990 -1.712 2.378
H -0.588 -2.042 2.534
H -0.691 -3.895 2.706
H -0.331 -2.590 4.075
H -1.570 -4.140 5.390
H -2.322 -4.972 4.404
H -3.205 -3.973 5.249
C -5.198 -0.788 0.549
O -4.661 0.371 0.604
N -5.298 -1.436 -0.581
C -5.908 -2.759 -0.762
C -4.740 -0.959 -1.872
H -5.797 -1.170 1.191
H -6.593 -3.065 0.234
H -5.265 -3.688 -0.879
H -6.714 -2.639 -1.499
H -3.788 -0.575 -1.794
H -5.380 -0.227 -2.090
H -4.897 -1.667 -2.857
*
```

The value obtained for the max |F| is 12.839 eV Å⁻¹. Its LUMO energy is 0.34 eV. The calculation puts the HOMO energy at -6.6 eV. Its total energy is -3253.3810 Eh. The relative energy (zero: lowest compared OMol25 entry of this formula, charge and spin) is 2.902 eV.

---

[2]
Here is the ion C21H26NO3 with charge +1 at a distorted geometry from OMol25. Energies are from the ωB97M-V functional and the def2-TZVPD basis.

```
! wB97M-V def2-TZVPD RIJCOSX def2/J DEFGRID3
* xyz 1 1
C -2.196 -0.947 -0.769
N -3.146 -0.265 0.133
C -4.035 -1.290 0.714
H -4.560 -1.821 -0.078
H -3.451 -2.008 1.288
H -4.770 -0.833 1.374
C -2.441 0.427 1.246
H -3.185 0.748 1.977
H -1.763 -0.281 1.728
C -1.640 1.665 0.815
C -2.512 2.641 0.033
C -3.178 1.911 -1.128
C -3.977 0.719 -0.619
H -4.452 0.197 -1.452
H -4.758 1.076 0.056
H -2.420 1.600 -1.847
H -3.864 2.583 -1.644
H -1.892 3.454 -0.343
H -3.261 3.066 0.702
H -1.249 2.125 1.733
O -0.540 1.295 -0.005
C 0.521 0.738 0.614
O 0.588 0.630 1.808
C 1.514 0.183 -0.411
C 2.891 0.782 -0.184
C 3.002 2.110 0.213
C 4.249 2.688 0.369
C 5.392 1.949 0.117
C 5.284 0.633 -0.299
C 4.039 0.049 -0.452
H 3.958 -0.977 -0.779
H 6.172 0.056 -0.506
H 6.364 2.400 0.241
H 4.326 3.716 0.688
H 2.112 2.693 0.407
C 1.494 -1.323 -0.173
C 1.008 -2.185 -1.146
C 0.988 -3.550 -0.916
C 1.446 -4.060 0.287
C 1.930 -3.200 1.259
C 1.957 -1.835 1.034
H 2.337 -1.166 1.789
H 2.297 -3.593 2.195
H 1.433 -5.125 0.464
H 0.621 -4.215 -1.683
H 0.669 -1.783 -2.088
O 1.042 0.469 -1.717
H 1.517 1.235 -2.059
H -1.493 -0.244 -1.209
H -2.744 -1.449 -1.564
H -1.624 -1.690 -0.214
*
```

The value obtained for the max |F| is 1.107 eV Å⁻¹. Its LUMO energy is -2.33 eV. The calculation puts the HOMO energy at -11.6 eV. Its total energy is -1096.0887 Eh. As for the SMILES: C[N+]1(C)CCC[C@H](OC(=O)C(O)(c2ccccc2)c2ccccc2)C1. The relative energy (zero: lowest compared OMol25 entry of this formula, charge and spin) is 0.000 eV.

---

[3]
Here is a structure of composition C23H20BrN4NaO3S2 at a distorted geometry from OMol25. Energies are from the ωB97M-V functional and the def2-TZVPD basis.

```
! wB97M-V def2-TZVPD RIJCOSX def2/J DEFGRID3
* xyz -2 1
Na -0.446 0.378 -0.778
N 1.397 -0.111 2.263
C 1.173 0.877 3.171
C 2.012 1.131 4.241
C 1.710 2.130 5.191
C 0.568 2.874 5.112
C -0.315 2.656 4.020
C -1.539 3.347 3.866
C -2.335 3.089 2.794
C -1.896 2.160 1.820
N -0.768 1.513 1.925
C 0.000 1.708 3.025
H 2.052 -0.819 2.551
H 0.567 -0.516 1.811
H 2.900 0.520 4.364
H 2.396 2.288 6.017
H 0.325 3.620 5.861
H -1.834 4.068 4.622
H -3.286 3.591 2.666
H -2.484 1.963 0.928
S -1.752 -1.402 1.573
C -2.181 -2.966 0.896
C -2.925 -3.873 1.679
C -3.380 -5.096 1.207
C -3.100 -5.460 -0.106
C -2.362 -4.588 -0.898
C -1.877 -3.350 -0.441
S -0.916 -2.356 -1.548
H -3.150 -3.570 2.695
H -3.953 -5.752 1.855
H -3.447 -6.407 -0.510
H -2.129 -4.859 -1.922
N -2.829 -0.121 -2.963
C -2.472 1.121 -2.547
N -2.306 2.082 -3.546
O -2.353 1.429 -1.361
H -2.629 -0.327 -3.930
H -2.499 -0.886 -2.348
H -1.781 1.714 -4.328
H -1.794 2.856 -3.147
Br 1.974 1.167 -5.763
C 3.128 0.615 -4.346
C 4.399 0.214 -4.750
C 5.337 -0.182 -3.812
C 5.004 -0.162 -2.465
C 3.737 0.249 -2.082
C 2.765 0.636 -3.008
C 1.385 1.015 -2.437
O 0.403 0.963 -3.201
O 1.377 1.305 -1.215
H 4.641 0.214 -5.804
H 6.321 -0.503 -4.137
H 5.726 -0.469 -1.717
H 3.441 0.282 -1.041
*
```

The value obtained for the max |F| is 1.484 eV Å⁻¹. Its LUMO energy is 3.89 eV. The calculation puts the HOMO energy at -0.2 eV. Its total energy is -4866.1075 Eh.

---

[4]
Here is an isolated molecule of C5H7NO2 at a distorted geometry from OMol25. Energies are from the ωB97M-V functional and the def2-TZVPD basis.

```
! wB97M-V def2-TZVPD RIJCOSX def2/J DEFGRID3
* xyz 0 1
C -0.581 0.745 -1.425
C 1.166 -1.170 0.367
C 0.592 -0.473 1.614
C -0.719 -0.131 0.889
C -0.648 1.019 0.063
H -0.307 1.528 -2.174
H -1.366 0.046 -1.758
H 1.620 -2.109 0.615
H 1.100 0.420 1.913
H 0.468 -1.227 2.371
H -1.160 -1.052 0.574
H 0.154 1.687 0.298
N 1.180 -1.032 -0.920
O 0.727 0.064 -1.590
O -1.681 0.934 1.034
*
```

The value obtained for the max |F| is 2.713 eV Å⁻¹. Its LUMO energy is 0.93 eV. The calculation puts the HOMO energy at -9.4 eV. Its total energy is -399.7729 Eh. As for the SMILES: C1=NOC[C@H]2O[C@@H]2C1. The relative energy (zero: lowest compared OMol25 entry of this formula, charge and spin) is 5.243 eV.

---

[5]
Here is a cluster of 3 separate species, C16H39BrN2O5P in total at a distorted geometry from OMol25. Energies are from the ωB97M-V functional and the def2-TZVPD basis.

```
! wB97M-V def2-TZVPD RIJCOSX def2/J DEFGRID3
* xyz -1 1
C 0.309 3.802 -0.375
C -0.386 3.226 -1.358
P -1.889 2.063 -1.106
C -2.907 3.421 -0.029
C -3.853 4.275 -0.749
O -5.035 4.352 -0.669
Br -2.979 5.495 -2.079
H 0.663 4.829 -0.443
H 0.509 3.285 0.564
H -0.091 3.408 -2.394
H -1.312 1.532 0.138
H -3.046 1.155 -0.933
H -2.457 2.542 -2.360
H -1.221 0.987 -1.890
H -2.238 4.061 0.546
H -3.513 2.828 0.660
C -1.425 -1.966 6.872
O -0.558 -2.147 5.776
C -0.825 -3.311 5.003
C -1.272 -2.943 3.606
N -2.591 -2.330 3.629
C -3.021 -1.777 2.345
C -2.251 -0.587 1.789
O -2.401 0.579 2.576
C -1.454 0.756 3.601
H -1.080 -1.088 7.415
H -2.460 -1.799 6.554
H -1.402 -2.829 7.547
H -1.580 -3.933 5.493
H 0.104 -3.887 4.942
H -1.315 -3.852 2.999
H -0.507 -2.284 3.172
H -2.589 -1.586 4.316
H -4.063 -1.469 2.460
H -3.008 -2.581 1.601
H -2.669 -0.347 0.807
H -1.191 -0.810 1.620
H -0.478 0.342 3.324
H -1.769 0.306 4.551
H -1.339 1.829 3.760
C 5.645 -0.159 -2.469
O 5.129 -0.707 -3.663
C 4.596 -2.018 -3.523
C 3.105 -2.024 -3.772
N 2.401 -1.335 -2.704
C 0.975 -1.126 -2.947
C 0.582 -0.192 -4.083
O 0.943 1.151 -3.855
C 2.223 1.541 -4.289
H 6.078 0.808 -2.719
H 4.866 -0.011 -1.713
H 6.429 -0.797 -2.045
H 4.817 -2.421 -2.529
H 5.088 -2.655 -4.265
H 2.757 -3.061 -3.815
H 2.930 -1.570 -4.759
H 2.837 -0.433 -2.556
H 0.538 -0.715 -2.034
H 0.505 -2.101 -3.116
H -0.509 -0.202 -4.139
H 0.957 -0.528 -5.060
H 2.533 0.995 -5.188
H 2.987 1.409 -3.514
H 2.177 2.605 -4.525
*
```

The value obtained for the max |F| is 1.852 eV Å⁻¹. Its LUMO energy is 2.60 eV. The calculation puts the HOMO energy at -3.8 eV. Its total energy is -4033.8771 Eh.

---

[6]
Here is a cluster of 3 separate species, C3H9N3O6 in total at a distorted geometry from OMol25. Energies are from the ωB97M-V functional and the def2-TZVPD basis.

```
! wB97M-V def2-TZVPD RIJCOSX def2/J DEFGRID3
* xyz 0 1
C -0.164 -1.446 -2.582
N 0.319 -0.123 -2.920
O 1.424 -0.101 -3.395
O -0.391 0.839 -2.776
H -1.115 -1.469 -2.076
H 0.566 -1.974 -1.897
H -0.106 -2.015 -3.490
C 0.198 2.171 -0.036
N -0.470 2.302 1.257
O -0.172 3.291 1.916
O -1.183 1.353 1.569
H -0.598 1.859 -0.717
H 0.832 1.309 0.057
H 0.785 3.062 -0.184
C -0.073 -1.170 2.861
N 0.074 -1.447 1.377
O 1.000 -0.923 0.822
O -0.703 -2.213 0.801
H 0.920 -1.431 3.307
H -0.906 -1.761 3.238
H -0.236 -0.113 2.868
*
```

The value obtained for the max |F| is 2.714 eV Å⁻¹. Its LUMO energy is -0.05 eV. The calculation puts the HOMO energy at -11.3 eV. Its total energy is -735.1183 Eh. As for the SMILES: C[N+](=O)[O-].C[N+](=O)[O-].C[N+](=O)[O-]. The relative energy (zero: lowest compared OMol25 entry of this formula, charge and spin) is 0.222 eV.